Molecular formula: C2H3NO4S
Method: DFT, ωB97M-V with the def2-TZVPD basis set

Calculated values
SMILES: C=CS(=O)(=O)[N+](=O)[O-]
E_LUMO: -0.9 eV
Gap between HOMO and LUMO: 9.316 eV
HOMO energy: -0.3738 Eh
Energy above the lowest of the compared OMol25 structures with the same formula, charge and spin: 5.358 eV

```
11
Properties=species:S:1:pos:R:3:lowdin_charge:R:1
C 0.2204 0.1390 -0.3778 -0.035
C -0.4289 0.2993 0.7647 0.001
N -3.3653 -0.8911 0.1746 -0.456
O -2.6580 -1.8301 0.2221 0.091
O -4.5347 -0.7414 -0.0389 0.080
O -3.2652 1.7505 0.8092 -0.318
O -2.2982 1.1396 -1.3909 -0.333
S -2.4897 0.8499 0.0142 0.799
H 1.0939 -0.5579 -0.5461 0.105
H -0.4309 0.3861 -1.2285 0.039
H -0.3364 0.4668 1.7590 0.027
```



Molecular formula: C10H8Br2O
Method: DFT, ωB97M-V with the def2-TZVPD basis set

Calculated values
E_LUMO (spin up / spin down): -0.3 / -0.3 eV
Gap between HOMO and LUMO (spin up / spin down): 8.083 / 8.084 eV
HOMO energy (spin up / spin down): -0.3075 / -0.3076 Eh
Energy above the lowest of the compared OMol25 structures with the same formula, charge and spin: 2.738 eV

```
21
Properties=species:S:1:pos:R:3:lowdin_charge:R:1
C 2.0154 0.1811 -2.2282 -0.078
C 0.8680 0.8812 -2.3982 -0.099
C 2.1771 -0.5953 -1.0643 -0.066
C -0.2144 0.7029 -1.6323 -0.023
C 1.0860 -0.7996 -0.2230 -0.001
C -0.1464 -0.1107 -0.4715 -0.248
C -0.8186 -0.1017 2.4416 -0.607
C -1.3013 -1.2242 1.5676 -0.090
C -1.3073 -0.3715 0.2727 -0.085
C -1.2766 1.0853 1.7864 -1.079
O 0.0883 -0.0945 3.2408 0.086
Br -3.1171 1.6009 2.0383 0.685
Br -0.1127 2.5934 1.6661 0.732
H 2.9490 0.1068 -2.7822 0.110
H 0.9281 1.5231 -3.2691 0.115
H 3.0385 -1.1951 -0.9155 0.093
H -1.0910 1.1405 -1.6785 0.071
H 1.4664 -1.4267 0.5260 0.096
H -0.6378 -2.1534 1.5053 0.148
H -2.3007 -1.5692 1.8190 0.112
H -2.2931 -0.1732 -0.2009 0.130
```